Entry 1:
DFT (the ωB97M-V functional and the def2-TZVPD basis) results for a cluster of 8 separate species, C32H48O24 in total at a distorted geometry.

Output
SMILES: C[C@H]1COC(=O)O1.C[C@H]1COC(=O)O1.C[C@H]1COC(=O)O1.C[C@H]1COC(=O)O1.C[C@H]1COC(=O)O1.C[C@H]1COC(=O)O1.C[C@H]1COC(=O)O1.C[C@H]1COC(=O)O1
Frontier orbital gap (eV): 10.148

```
! wB97M-V def2-TZVPD RIJCOSX def2/J DEFGRID3
* xyz 0 1
C 6.6682 -2.0310 1.4213
C 6.1183 -0.7211 1.8878
C 6.5465 0.5413 1.1115
O 5.3036 1.1856 0.8412
C 4.2655 0.4087 1.1841
O 3.1324 0.6598 0.9355
O 4.6966 -0.7260 1.8022
H 7.7187 -1.9413 1.1330
H 6.1854 -2.3830 0.5053
H 6.5559 -2.7961 2.1852
H 6.4828 -0.5876 2.9123
H 7.0227 0.2477 0.1726
H 7.2071 1.2027 1.6606
C -1.0581 -2.3555 -0.2066
C -0.2313 -1.0917 -0.1405
C 1.1058 -1.0850 -0.8943
O 1.1154 0.1991 -1.5384
C -0.1351 0.7001 -1.5809
O -0.4336 1.6505 -2.2380
O -0.9717 -0.0315 -0.8327
H -0.8425 -2.9456 -1.0964
H -2.1204 -2.1201 -0.1937
H -0.8694 -2.9650 0.6742
H -0.0797 -0.7373 0.8784
H 1.3334 -1.8937 -1.5835
H 1.8957 -0.9927 -0.1497
C 2.9335 -2.2854 5.4902
C 2.2576 -1.8042 4.2269
C 2.3376 -2.7982 3.0412
O 0.9680 -2.8911 2.5956
C 0.1706 -2.1389 3.3612
O -0.9948 -1.9761 3.2016
O 0.8814 -1.5614 4.3688
H 2.6115 -1.5898 6.2700
H 4.0192 -2.2798 5.4215
H 2.6461 -3.3014 5.7628
H 2.7876 -0.9188 3.8681
H 2.6351 -3.8364 3.1822
H 2.9340 -2.3574 2.2442
C -1.4043 0.8257 -5.5207
C -1.0116 -0.3575 -6.3437
C 0.3888 -0.9140 -6.0725
O 0.2062 -2.3242 -5.9937
C -1.0984 -2.5946 -5.7734
O -1.5492 -3.6746 -5.5696
O -1.8347 -1.4682 -5.8516
H -0.8198 1.7119 -5.7890
H -1.1950 0.6652 -4.4635
H -2.4575 1.0777 -5.6281
H -1.1838 -0.3125 -7.4175
H 0.8552 -0.5326 -5.1630
H 1.0509 -0.6995 -6.9110
C -3.6601 3.5611 -2.8582
C -4.6987 2.9645 -3.7362
C -6.1408 3.4750 -3.4768
O -6.5736 3.9242 -4.7576
C -5.6457 3.6424 -5.6967
O -5.7909 3.8014 -6.8643
O -4.5081 3.1874 -5.1310
H -3.7982 3.3243 -1.8025
H -3.6570 4.6534 -2.9354
H -2.6333 3.2639 -3.0800
H -4.8145 1.8829 -3.6060
H -6.1864 4.2921 -2.7588
H -6.7966 2.6654 -3.1646
C 3.4133 4.8480 -0.6501
C 2.3321 5.2212 -1.6407
C 1.0305 4.4077 -1.6172
O 0.0351 5.3904 -1.8283
C 0.5527 6.6358 -1.6365
O -0.1036 7.6208 -1.6366
O 1.8870 6.5681 -1.4887
H 3.1765 5.2694 0.3271
H 4.3688 5.2569 -0.9764
H 3.4938 3.7623 -0.5924
H 2.7390 5.1100 -2.6526
H 0.8500 3.8604 -0.6868
H 1.0815 3.6050 -2.3510
C -3.8426 -6.2004 5.2802
C -2.8740 -6.7187 4.2360
C -3.5472 -7.3272 3.0200
O -2.7830 -6.8117 1.9170
C -2.0679 -5.7508 2.3318
O -1.5267 -4.9705 1.6181
O -2.1013 -5.6514 3.6866
H -3.3232 -5.8522 6.1683
H -4.6110 -6.9432 5.4922
H -4.3711 -5.3461 4.8471
H -2.1567 -7.4028 4.6947
H -4.5725 -7.0168 2.8062
H -3.5303 -8.4159 3.0431
C -0.6161 1.4897 3.8972
C -0.4833 2.0018 2.4949
C -1.7799 2.2560 1.7281
O -1.4919 3.4065 0.9577
C -0.4997 4.1017 1.5660
O -0.1811 5.2211 1.3422
O 0.0477 3.3411 2.5529
H -0.8507 0.4290 3.9869
H -1.3886 2.0650 4.4083
H 0.3415 1.5837 4.4121
H 0.1915 1.3972 1.8774
H -2.5830 2.4305 2.4555
H -2.0987 1.4352 1.0904
*
```

Results of the Mulliken charge analysis, in e, for atoms 1 through 5: -1.5242 0.4903 -0.4577 -0.3399 0.2641

---

Entry 2:
DFT (the ωB97M-V functional and the def2-TZVPD basis) results for a cluster of 8 separate species, C32H48O24 in total at a distorted geometry.

Output
SMILES: C[C@H]1COC(=O)O1.C[C@H]1COC(=O)O1.C[C@H]1COC(=O)O1.C[C@H]1COC(=O)O1.C[C@H]1COC(=O)O1.C[C@H]1COC(=O)O1.C[C@H]1COC(=O)O1.C[C@H]1COC(=O)O1
Frontier orbital gap (eV): 9.654

```
! wB97M-V def2-TZVPD RIJCOSX def2/J DEFGRID3
* xyz 0 1
C -0.2725 -0.3018 0.0733
C -1.0732 0.9915 0.3456
C -1.3359 1.8561 -0.8476
O -2.7282 2.0555 -0.8680
C -3.3360 1.4662 0.0344
O -4.5348 1.4750 0.2214
O -2.3904 0.6890 0.8034
H 0.6931 -0.1439 -0.4070
H -0.8407 -1.0218 -0.5156
H -0.0955 -0.7129 1.0672
H -0.6296 1.6206 1.1174
H -0.9314 1.3004 -1.6936
H -0.8639 2.8064 -0.5980
C 0.5523 -4.9214 1.7821
C -0.0947 -3.6883 1.2492
C -0.6742 -3.9267 -0.1043
O -1.9100 -3.2626 0.0354
C -2.2155 -3.1290 1.3366
O -3.4133 -2.9796 1.7614
O -1.1372 -3.3217 2.0980
H 1.5619 -5.1867 1.4682
H 0.0014 -5.8522 1.6469
H 0.7485 -4.7728 2.8439
H 0.6398 -2.8849 1.1914
H -0.9306 -4.9706 -0.2851
H -0.0342 -3.5322 -0.8935
C 6.6262 -3.2182 0.7720
C 5.2911 -3.6242 0.1390
C 4.1020 -3.9282 1.0297
O 3.0091 -3.2732 0.4344
C 3.4075 -2.4456 -0.4935
O 2.6723 -1.6466 -1.1149
O 4.7665 -2.6194 -0.6969
H 7.3991 -3.3680 0.0182
H 6.8200 -3.7086 1.7260
H 6.5658 -2.1443 0.9488
H 5.5090 -4.5194 -0.4435
H 4.1575 -3.5596 2.0540
H 4.1188 -5.0175 1.0651
C -9.8244 2.1235 1.8151
C -8.4257 2.7306 1.4712
C -7.8756 2.3739 0.1066
O -7.3048 3.5710 -0.2154
C -7.8446 4.5862 0.4776
O -7.5453 5.7886 0.3956
O -8.6746 4.1030 1.3559
H -10.1730 2.2425 2.8409
H -9.7842 1.0346 1.7851
H -10.5292 2.4374 1.0451
H -7.7138 2.7551 2.2963
H -8.6274 2.1951 -0.6621
H -7.0878 1.6206 0.1016
C 3.7408 0.7396 1.9988
C 3.6450 2.0600 1.2666
C 3.3401 1.9685 -0.1876
O 2.1311 2.6995 -0.2903
C 1.6954 3.0679 0.8931
O 0.6617 3.6720 1.1143
O 2.5220 2.6971 1.7549
H 4.2809 0.8770 2.9355
H 4.3409 -0.0189 1.4963
H 2.7865 0.2856 2.2658
H 4.5402 2.6560 1.4445
H 3.1876 0.9742 -0.6075
H 4.1725 2.3951 -0.7472
C 1.3269 -2.9898 -4.2308
C 0.3971 -2.0922 -3.4450
C 0.4653 -0.6572 -3.7733
O -0.8689 -0.2255 -3.7336
C -1.6836 -1.2962 -3.7654
O -2.9129 -1.2867 -3.8453
O -0.8985 -2.3541 -3.8659
H 1.2899 -4.0101 -3.8491
H 2.3235 -2.5706 -4.0921
H 0.9992 -3.1803 -5.2527
H 0.4488 -2.2533 -2.3682
H 0.9846 -0.4189 -4.7015
H 0.9957 -0.1976 -2.9393
C -1.4537 0.2789 4.5465
C 0.0921 0.1385 4.5462
C 0.6618 -0.2446 5.9081
O 1.3026 -1.4941 5.5907
C 1.2190 -1.8095 4.2593
O 1.9519 -2.5953 3.6513
O 0.4406 -0.9175 3.6568
H -1.8227 0.5607 3.5603
H -1.7486 0.9153 5.3808
H -1.9270 -0.6956 4.6672
H 0.6066 1.0356 4.2016
H -0.1795 -0.2617 6.6009
H 1.4141 0.4875 6.2015
C 0.7718 3.1143 -3.7328
C 2.2413 3.6776 -3.8540
C 3.0159 3.3087 -5.0670
O 3.5486 4.5467 -5.5901
C 2.9514 5.5602 -4.9493
O 2.9419 6.7612 -5.2758
O 2.0508 5.0443 -4.1031
H 0.0606 3.6746 -3.1258
H 0.7408 2.0724 -3.4140
H 0.3356 3.1192 -4.7317
H 2.8537 3.5917 -2.9564
H 2.4478 2.8246 -5.8613
H 3.7813 2.6249 -4.6999
*
```

Results of the Mulliken charge analysis, in e, for atoms 1 through 5: 0.1904 0.6303 0.5179 -0.3448 0.4468

---

Entry 3:
DFT (the ωB97M-V functional and the def2-TZVPD basis) results for a cluster of 8 separate species, C32H48O24 in total at a distorted geometry.

Output
SMILES: C[C@H]1COC(=O)O1.C[C@H]1COC(=O)O1.C[C@H]1COC(=O)O1.C[C@H]1COC(=O)O1.C[C@H]1COC(=O)O1.C[C@H]1COC(=O)O1.C[C@H]1COC(=O)O1.C[C@H]1COC(=O)O1
Frontier orbital gap (eV): 10.762

```
! wB97M-V def2-TZVPD RIJCOSX def2/J DEFGRID3
* xyz 0 1
C 1.7708 -4.3628 -2.2837
C 2.7774 -3.6236 -1.4306
C 2.3907 -2.1987 -0.9935
O 2.2921 -2.2630 0.4184
C 2.5653 -3.5294 0.8385
O 2.4169 -3.8850 1.9602
O 2.9186 -4.3182 -0.1939
H 1.9258 -5.4371 -2.2196
H 1.8742 -4.0569 -3.3292
H 0.7261 -4.1512 -2.0521
H 3.6718 -3.4642 -2.0396
H 1.4356 -1.8820 -1.4249
H 3.0889 -1.4245 -1.3158
C -3.2525 -1.2348 7.1298
C -2.5412 -0.8967 5.8406
C -2.3586 0.5879 5.5602
O -1.1112 0.6453 4.8795
C -0.4060 -0.4912 5.1495
O 0.6698 -0.7257 4.7036
O -1.1464 -1.3166 5.9186
H -4.3275 -1.3290 6.9714
H -3.1338 -0.4370 7.8620
H -2.8625 -2.1778 7.5059
H -2.8908 -1.4833 4.9884
H -2.2935 1.1883 6.4683
H -3.1648 0.9573 4.9273
C -1.0938 -1.3604 -2.7698
C -1.9434 -2.2718 -3.6568
C -2.1512 -1.8281 -5.1106
O -1.1561 -2.5462 -5.8312
C -0.6967 -3.5771 -5.0916
O 0.0260 -4.4394 -5.4722
O -1.2103 -3.5033 -3.8427
H -1.5229 -1.1745 -1.7880
H -1.0258 -0.3951 -3.2733
H -0.1031 -1.7513 -2.5552
H -2.8683 -2.5351 -3.1482
H -2.0174 -0.7609 -5.2636
H -3.1223 -2.1795 -5.4612
C 2.2174 1.2891 -3.6727
C 3.0111 2.3370 -2.9210
C 3.3158 3.6030 -3.7285
O 2.4290 4.5709 -3.1908
C 2.0384 4.1668 -1.9593
O 1.4921 4.8332 -1.1462
O 2.3262 2.8513 -1.7823
H 1.1797 1.6082 -3.7625
H 2.2765 0.3597 -3.1087
H 2.5434 1.1507 -4.7035
H 3.9503 1.8938 -2.5833
H 3.1197 3.4142 -4.7899
H 4.3478 3.9599 -3.7817
C 1.4972 2.0019 8.7475
C 2.1381 2.6758 7.5701
C 3.1494 1.8920 6.7018
O 2.6298 1.9554 5.3973
C 1.5296 2.7216 5.3562
O 0.9576 2.9979 4.3521
O 1.1202 3.0653 6.5872
H 0.8365 1.1730 8.5048
H 0.8939 2.7570 9.2549
H 2.2969 1.7273 9.4374
H 2.4820 3.6699 7.8598
H 3.2623 0.8831 7.0938
H 4.1051 2.4108 6.7694
C -2.3343 -3.0905 -0.0904
C -0.9395 -3.1339 0.5324
C -0.8787 -3.0645 2.0590
O -0.7012 -4.4675 2.4138
C -0.3899 -5.1852 1.3044
O -0.1579 -6.3455 1.3173
O -0.2789 -4.3611 0.2353
H -2.1546 -3.1232 -1.1584
H -2.8244 -2.1669 0.2137
H -2.8902 -3.9778 0.2138
H -0.3207 -2.3478 0.0894
H -1.8614 -2.8060 2.4546
H -0.0515 -2.5462 2.5369
C 0.5996 0.7993 1.4970
C -0.7392 1.2650 1.0305
C -0.9800 2.7886 0.9264
O -1.3343 2.9910 -0.4520
C -1.0576 1.9066 -1.1791
O -0.8021 1.8742 -2.3461
O -0.8021 0.8575 -0.3671
H 0.8463 -0.2590 1.4300
H 0.8053 1.1243 2.5220
H 1.3696 1.3096 0.9058
H -1.5769 0.8017 1.5540
H -0.1364 3.4065 1.2206
H -1.9003 3.0334 1.4515
C -0.1800 3.0005 -5.6812
C -1.3727 2.4905 -6.4569
C -2.7898 2.7731 -5.9057
O -3.3060 3.6913 -6.8390
C -2.6282 3.5873 -8.0117
O -2.9564 4.0960 -9.0246
O -1.4577 2.9380 -7.8062
H 0.0304 4.0175 -6.0268
H 0.7399 2.4334 -5.7746
H -0.4583 3.0405 -4.6270
H -1.2605 1.4029 -6.5095
H -2.8940 3.1234 -4.8802
H -3.2714 1.7869 -5.8487
*
```

Results of the Mulliken charge analysis, in e, for atoms 1 through 5: -1.0700 0.3255 0.9565 -0.2342 0.4645

---

Entry 4:
DFT (the ωB97M-V functional and the def2-TZVPD basis) results for a cluster of 9 separate species, C32H48O28S in total at a distorted geometry.

Output
Frontier orbital gap (eV): 7.529

```
! wB97M-V def2-TZVPD RIJCOSX def2/J DEFGRID3
* xyz -2 1
S -0.3290 0.1297 -0.2073
O -0.9084 -1.0175 0.5892
O -1.1862 1.3174 0.0164
O 0.9588 0.3438 0.3917
O -0.2417 -0.2447 -1.5560
C -2.3552 2.3836 3.0572
C -1.5378 1.1679 3.5339
C -0.0878 1.5270 3.4872
O 0.2941 1.9098 4.7380
C -0.7293 1.5826 5.6711
O -0.6774 1.6925 6.7995
O -1.7890 1.1134 4.9644
H -2.1528 2.4602 1.9929
H -2.0515 3.4477 3.3531
H -3.5620 2.0296 3.1054
H -1.9222 0.3320 2.9716
H 0.0770 2.0708 2.6957
H 0.3981 0.5210 3.2241
C 2.1216 3.0681 -3.5562
C 2.4013 1.6233 -3.1062
C 1.9437 0.5086 -4.0413
O 3.1648 -0.1903 -4.2249
C 4.2458 0.4566 -3.6059
O 5.3723 -0.0439 -3.5697
O 3.8463 1.4609 -2.9777
H 1.0701 3.3427 -3.5507
H 2.3717 3.2327 -4.5811
H 2.6178 3.7596 -2.7358
H 1.9732 1.3407 -2.1242
H 1.3026 0.9590 -4.7468
H 1.2604 -0.2518 -3.7126
C 1.9991 3.7156 0.4946
C 0.7719 4.1525 -0.2475
C -0.4504 4.5330 0.6307
O -0.8098 5.8438 0.3103
C -0.0910 6.2738 -0.6735
O -0.3383 7.4193 -1.2303
O 0.7190 5.4254 -1.1162
H 2.7912 3.7694 -0.3068
H 1.6845 2.9135 1.0795
H 2.3194 4.5582 1.1051
H 0.3792 3.4852 -0.9655
H -0.4199 4.0906 1.6389
H -1.5135 3.7473 0.4660
C 1.8340 -3.3016 2.1953
C 1.0785 -2.2059 2.9615
C -0.3368 -2.6797 3.4050
O -0.2019 -2.3422 4.8751
C 0.9404 -1.7695 5.1114
O 1.1903 -1.4737 6.3442
O 1.8033 -1.7692 4.0529
H 2.6930 -2.7755 1.8318
H 1.2647 -3.9085 1.5334
H 2.3499 -3.9596 2.9562
H 1.2159 -1.2483 2.2120
H -0.2737 -3.6543 2.9550
H -0.9156 -2.0769 2.9050
C -2.3488 0.2283 -4.7174
C -3.3716 -0.3911 -3.8365
C -3.4249 -0.0538 -2.2723
O -4.8357 0.3821 -2.1151
C -5.4269 0.3961 -3.3490
O -6.5985 0.8198 -3.5151
O -4.5871 0.0938 -4.3173
H -1.3473 0.1693 -4.2544
H -2.4637 1.2207 -4.8835
H -2.4974 -0.3751 -5.5983
H -3.2827 -1.4838 -3.8531
H -2.7181 0.6529 -2.0805
H -2.9733 -0.9001 -1.7509
C -5.2103 -2.5252 0.1518
C -4.1961 -2.0734 1.2271
C -4.3741 -0.4811 1.5601
O -4.6921 -0.5523 2.9240
C -4.5449 -1.7085 3.4762
O -4.7381 -2.1200 4.7016
O -4.1592 -2.5912 2.5129
H -5.1896 -3.4718 -0.2578
H -5.0181 -2.0346 -0.7680
H -6.3177 -2.0921 0.3930
H -3.0365 -2.0529 0.7782
H -5.0584 -0.1333 0.9176
H -3.4412 0.0891 1.2271
C 4.9730 1.5048 0.6114
C 4.2997 0.3564 1.1403
C 4.0158 -0.7884 0.0409
O 4.7561 -1.9037 0.4934
C 5.2928 -1.5521 1.6085
O 6.1224 -2.3496 2.1208
O 5.0762 -0.3334 2.0605
H 5.7326 1.3886 -0.1985
H 5.4605 2.2938 1.1831
H 4.2539 2.1552 0.0475
H 3.3850 0.6043 1.5266
H 4.2568 -0.6268 -0.9464
H 2.9365 -0.9609 -0.0610
C 2.1108 -2.6662 -2.0884
C 0.9245 -3.5011 -1.6829
C -0.4707 -3.3632 -2.3100
O -0.7598 -4.6646 -2.6821
C 0.2525 -5.3756 -2.6120
O 0.3582 -6.5396 -3.1873
O 1.2745 -4.8439 -1.9462
H 1.9417 -1.5803 -2.1195
H 2.2749 -2.8605 -2.9772
H 3.0006 -2.9198 -1.6472
H 0.8350 -3.2920 -0.5164
H -0.5878 -2.8982 -3.1888
H -1.4356 -3.0909 -1.7887
*
```

Results of the Mulliken charge analysis, in e, for atoms 1 through 5: 0.1758 -0.6947 -0.7768 -0.9271 0.0105

---

Which of these has the lowest frontier orbital gap? C32H48O28S